Entry 1:
Here is a molecular structure, C43H38BrN5O2PbSSb from the OMol25 dataset. Energies are from ωB97M-V/def2-TZVPD.

Each line ends with the Mulliken charge.
Positions of all 92 atoms, in Å:
Pb 6.91270 -3.98779 19.17191  1.294
O 8.22150 -9.58004 20.17037  -0.643
C 8.51420 -9.35603 18.87731  0.492
C 8.70974 -10.48606 18.06853  -0.579
C 8.98504 -10.34091 16.72550  -0.447
C 9.07259 -9.06160 16.13210  -0.891
C 8.86142 -7.97250 16.92996  -0.688
C 8.58878 -8.08869 18.28789  0.814
C 8.20484 -6.85546 18.99273  0.596
O 8.12524 -5.76328 18.33181  -0.945
N 7.90929 -6.94216 20.29252  -0.803
N 7.43102 -5.76799 20.79811  -0.091
C 7.17550 -5.70748 22.04176  -0.381
C 6.75310 -4.44558 22.65653  0.517
C 6.72823 -4.33121 24.06146  -0.776
C 6.35400 -3.11238 24.62586  -0.366
C 5.97495 -2.06752 23.80160  -0.878
C 6.05280 -2.28471 22.41842  -0.336
N 6.43969 -3.42682 21.86173  0.259
H 8.07722 -8.69897 20.56841  0.518
H 8.62889 -11.46505 18.52731  0.452
H 9.10561 -11.25076 16.13709  0.388
H 9.34560 -8.97270 15.10211  0.474
H 8.87902 -6.98142 16.49893  0.427
H 7.33615 -6.58202 22.67990  0.350
H 6.95564 -5.17240 24.68521  0.430
H 6.33563 -3.00201 25.70060  0.448
H 5.65558 -1.10899 24.19641  0.416
H 5.79718 -1.47074 21.76548  0.566
C 1.20717 -1.73759 20.88991  -1.690
C 2.23687 -1.79037 19.78890  0.772
C 1.98446 -1.20378 18.54595  -0.425
C 2.91576 -1.28635 17.54159  -0.689
C 4.09045 -1.97494 17.83550  0.060
Br 5.41466 -2.21877 16.51203  -0.173
N 4.38772 -2.48178 19.00800  0.068
C 3.45140 -2.42595 19.96615  -0.282
H 0.95035 -0.68311 21.10892  0.465
H 1.60108 -2.21468 21.77272  0.363
H 0.31675 -2.27317 20.59964  0.366
H 1.05143 -0.66089 18.42295  0.469
H 2.77305 -0.88186 16.55223  0.484
H 3.69136 -2.97937 20.89315  0.281
S 3.58943 -5.59658 22.04714  -0.423
Sb 2.32140 -7.28142 21.20083  0.925
C 1.88115 -6.94483 19.14517  0.926
C 1.99826 -7.91226 18.16347  -0.207
C 1.77395 -7.60063 16.83344  -0.481
C 1.40415 -6.30083 16.48259  -0.777
C 1.22146 -5.35388 17.47348  -0.492
C 1.45869 -5.67095 18.79810  -0.990
C 0.50831 -7.62116 22.18068  0.748
C -0.44779 -6.59970 22.13552  -0.721
C -1.67602 -6.76475 22.76057  -0.664
C -1.92928 -7.94293 23.43248  -0.476
C -0.95292 -8.93668 23.53203  -0.616
C 0.26958 -8.78646 22.90777  -0.320
C 3.40812 -9.04991 21.34056  0.768
C 2.93204 -10.24779 20.83822  -0.497
C 3.80178 -11.32713 20.81177  -0.760
C 5.11066 -11.21389 21.29823  -0.827
C 5.51724 -10.01350 21.84560  -0.218
C 4.66965 -8.92114 21.87788  -0.849
H 2.31485 -8.92171 18.41739  0.126
H 1.92012 -8.36184 16.06509  0.414
H 1.26532 -6.03181 15.44869  0.433
H 0.93028 -4.35419 17.18208  0.460
H 1.37752 -4.89643 19.55194  0.490
H -0.25383 -5.69395 21.58813  0.395
H -2.44242 -5.98938 22.68662  0.391
H -2.88551 -8.12158 23.93350  0.358
H -1.11643 -9.83220 24.11646  0.399
H 1.02048 -9.57323 23.01231  0.388
H 1.93424 -10.33230 20.44480  0.610
H 3.47693 -12.26807 20.39907  0.422
H 5.77403 -12.06179 21.25524  0.472
H 6.52778 -9.86948 22.19999  0.389
H 5.00539 -7.96441 22.27311  0.293
N 5.02486 -5.58046 18.90921  1.374
C 5.15229 -6.60325 17.91041  0.814
C 5.30574 -7.92732 18.26442  0.481
C 5.39000 -8.87742 17.25922  -1.005
C 5.30947 -8.50518 15.91649  -0.972
C 5.22116 -7.17407 15.57482  -0.987
C 5.11259 -6.21799 16.58001  -0.260
H 4.86568 -5.94912 19.85328  -0.886
H 4.22825 -4.96706 18.73141  -0.201
H 5.35230 -8.21028 19.29468  0.257
H 5.55584 -9.91636 17.53360  0.460
H 5.42700 -9.26818 15.14364  0.429
H 5.21437 -6.91149 14.51444  0.451
H 4.98831 -5.16942 16.33401  0.267

Cartesian forces (eV/Å) of the 3 atoms listed first:
Pb 0.3 -0.3 0.3
O 0.1 0.1 -0.1
C 0.1 -0.6 -0.4

Results
Energy relative to the best compared isomer or geometry (same formula, charge and spin) ... 0.0 kcal per mole
Spin multiplicity ... 1
Frontier orbital gap ... 7.226 eV
Charge ... +1
Electronic energy ... -149412.5583 eV
LUMO level ... -3.0 eV

=====

Entry 2:
Here is 2 unconnected molecules or ions with the total composition C3H10NO5 from the OMol25 dataset. Energies are from ωB97M-V/def2-TZVPD.

Each line ends with the Mulliken charge.
Positions of all 19 atoms, in Å:
C -2.92331 0.86387 -0.66204  -0.775
C -0.67650 0.03106 -0.09526  -0.539
C 3.07644 -0.00997 0.03285  0.790
N -2.19592 -0.33462 -0.27647  -0.041
O 0.00058 -1.26351 -0.19764  -0.302
O -0.62229 0.28051 1.30739  -0.433
O 2.46756 -0.84456 -0.55516  -0.618
O 4.29403 0.34354 -0.26459  -0.472
O 2.53591 0.53593 1.04332  -0.355
H -3.59499 1.06998 0.13237  0.357
H -2.16200 1.60845 -0.76634  0.318
H -3.37009 0.62114 -1.61496  0.351
H -2.27007 -1.16385 -0.87385  0.346
H -2.53733 -0.74114 0.63800  0.374
H -0.15947 -2.03671 0.51578  0.414
H -0.68395 1.17964 1.32548  0.339
H 1.04286 -1.15656 -0.28948  0.513
H 4.85807 -0.34789 -0.69307  0.383
H 2.92048 1.36471 1.29368  0.351

Cartesian forces (eV/Å) of the 3 atoms listed first:
C 0.0 -0.6 -0.7
C -0.1 0.2 1.2
C 1.3 -0.5 -0.6

Results
Energy relative to the best compared isomer or geometry (same formula, charge and spin) ... 31.1 kcal per mole
Spin multiplicity ... 1
Frontier orbital gap ... 9.459 eV
Charge ... +1
Electronic energy ... -14991.4969 eV
LUMO level ... -3.0 eV

=====

Entry 3:
Here is a molecular structure, C24H18ClNO2PPt from the OMol25 dataset. Energies are from ωB97M-V/def2-TZVPD.

Each line ends with the Mulliken charge.
Positions of all 48 atoms, in Å:
Pt -0.52469 -1.75276 0.09421  1.856
O -0.54595 -3.39892 -3.48814  -0.424
C -0.23722 -2.95763 -2.43995  0.465
O -1.11334 -2.23813 -1.65618  -0.541
C 1.10943 -3.04470 -1.79474  0.444
C 2.19799 -3.65771 -2.37432  -0.633
C 3.42098 -3.58996 -1.71551  -0.264
C 3.51649 -2.89402 -0.51438  -0.862
C 2.39010 -2.30252 0.02491  0.001
N 1.21550 -2.41077 -0.61491  -0.351
H 2.06617 -4.16141 -3.32394  0.530
H 4.29460 -4.06679 -2.14132  0.499
H 4.45497 -2.81391 0.01704  0.470
H 2.40672 -1.76594 0.96343  0.497
Cl -0.26423 -1.68051 2.48756  -0.152
C -1.15509 -0.23109 2.95391  1.224
C -1.63292 -0.12148 4.23285  -0.674
C -2.41442 0.99823 4.53610  -0.531
C -2.71326 1.95222 3.57320  -0.852
C -2.21944 1.82217 2.28245  -0.401
C -1.40892 0.72164 1.97099  0.065
P -0.59029 0.65820 0.40674  -0.309
C -1.66108 0.86891 -0.93053  1.189
C -1.29970 1.56259 -2.10985  -0.429
C -2.21679 1.65076 -3.12837  -0.849
C -3.47181 1.03056 -3.00807  -0.481
C -3.83257 0.33930 -1.85058  -0.906
C -2.94565 0.26386 -0.80283  -0.477
C 1.03344 1.26345 0.39673  1.186
C 1.82192 1.14729 -0.77096  -0.165
C 3.09198 1.67951 -0.77413  -0.991
C 3.58385 2.31583 0.36952  -0.555
C 2.81404 2.41603 1.52400  -0.851
C 1.53753 1.88746 1.55229  -0.523
H -1.44099 -0.88165 4.97946  0.525
H -2.80940 1.10313 5.53847  0.465
H -3.33560 2.80041 3.82527  0.478
H -2.44025 2.57335 1.53378  0.532
H -0.33844 2.04950 -2.19781  0.559
H -1.97474 2.20935 -4.02262  0.482
H -4.18096 1.10539 -3.82307  0.481
H -4.80976 -0.11747 -1.77323  0.478
H -3.23903 -0.23986 0.11363  0.397
H 1.43604 0.65166 -1.65412  0.512
H 3.70502 1.61386 -1.66320  0.502
H 4.58031 2.73863 0.35303  0.468
H 3.20593 2.91892 2.39776  0.479
H 0.93353 1.98501 2.44544  0.436

Cartesian forces (eV/Å) of the 3 atoms listed first:
Pt -0.4 -0.1 0.2
O 0.0 0.0 0.1
C -0.2 0.2 0.2

Results
Energy relative to the best compared isomer or geometry (same formula, charge and spin) ... 12.6 kcal per mole
Spin multiplicity ... 1
Frontier orbital gap ... 6.351 eV
Charge ... +3
Electronic energy ... -55793.2591 eV
LUMO level ... -12.7 eV

=====

Entry 4:
Here is a molecular structure, C2F6KNO4S2 from the OMol25 dataset. Energies are from ωB97M-V/def2-TZVPD.

Each line ends with the Mulliken charge.
Positions of all 16 atoms, in Å:
K 6.47232 -9.94107 22.50775  0.937
C 5.49456 -7.08237 26.33130  0.690
F 6.24042 -7.33386 27.41317  -0.175
F 4.29471 -6.56181 26.57595  -0.182
F 6.20980 -6.36275 25.41020  -0.242
S 5.20896 -8.74933 25.43180  1.116
O 4.33208 -9.35738 26.43505  -0.571
O 4.63281 -8.49846 24.13044  -0.768
N 6.77825 -9.37681 25.25203  -0.602
S 6.70153 -10.48582 26.36540  1.088
O 6.92184 -9.91365 27.69099  -0.645
O 5.71069 -11.56100 26.22969  -0.644
C 8.38804 -11.29334 26.17701  0.669
F 8.61535 -12.09378 27.22066  -0.223
F 8.38914 -12.03546 25.14018  -0.223
F 9.28482 -10.31487 26.26302  -0.225

Cartesian forces (eV/Å) of the 3 atoms listed first:
K -0.2 0.1 0.4
C 1.0 -2.0 -2.0
F -1.1 1.2 -0.8

Results
Energy relative to the best compared isomer or geometry (same formula, charge and spin) ... 31.9 kcal per mole
Spin multiplicity ... 1
Frontier orbital gap ... 8.478 eV
Charge ... 0
Electronic energy ... -66052.9299 eV
LUMO level ... -1.3 eV

=====

Entry 5:
Here is 3 unconnected molecules or ions with the total composition C2H8N3P2 from the OMol25 dataset. Energies are from ωB97M-V/def2-TZVPD.

Each line ends with the Löwdin spin population.
Positions of all 15 atoms, in Å:
C -0.63243 -0.01083 -1.99239  0.037
C -0.01179 -1.33962 1.05096  0.499
N 1.21448 1.08223 1.42352  0.103
N 1.10138 -1.29573 1.49897  0.286
N 0.13954 0.54965 -0.88745  0.436
P 2.22162 -0.13021 2.03862  0.069
P -0.27414 0.60522 0.70005  0.511
H -0.65197 0.73357 -2.85151  0.007
H -0.18497 -0.97482 -2.34429  0.023
H -1.74021 -0.28573 -1.58422  0.006
H -2.90093 -0.60418 0.51590  0.006
H 1.12952 1.97631 1.89119  0.007
H 1.05145 1.12289 -1.05124  0.002
H -3.42630 -1.22677 0.85397  0.002
H 2.96474 -0.20197 0.73792  0.005

Cartesian forces (eV/Å) of the 3 atoms listed first:
C -2.1 -0.2 -0.2
C 0.1 2.3 -0.1
N -3.1 1.8 -0.7

Results
Energy relative to the best compared isomer or geometry (same formula, charge and spin) ... 38.3 kcal per mole
Spin multiplicity ... 3
Frontier orbital gap (alpha / beta) ... 8.609 / 6.059 eV
Charge ... +1
<S²> ... 2.011
Electronic energy ... -25239.3681 eV
LUMO level (alpha / beta) ... -3.8 / -8.1 eV

=====

Entry 6:
Here is a gas-phase ion, C5H10N3 (charge +1) from the OMol25 dataset. Energies are from ωB97M-V/def2-TZVPD.

Each line ends with the Mulliken charge.
Positions of all 18 atoms, in Å:
N -0.28681 1.19726 2.07604  -0.561
C 0.01238 2.07283 0.94986  -0.547
C -0.49650 1.47830 -0.40504  -0.736
C -0.02719 0.07716 -0.57033  0.490
C 0.75649 -0.52599 -1.50361  -0.580
N 0.73168 -1.87505 -1.23292  -0.008
C -0.06111 -2.11642 -0.19187  -0.175
N -0.52734 -0.94727 0.20365  -0.009
H 0.42445 1.25233 2.79303  0.218
H -1.12823 1.54017 2.52901  0.241
H -0.47988 3.04838 0.99640  0.314
H 1.06333 2.34934 0.91502  0.429
H -0.15174 2.10587 -1.21057  0.340
H -1.57702 1.52965 -0.29783  0.282
H 1.43940 -0.10478 -2.21746  0.396
H 1.17227 -2.57204 -1.77678  0.185
H -0.12856 -3.11647 0.19946  0.410
H -1.00570 -0.76908 1.08017  0.311

Cartesian forces (eV/Å) of the 3 atoms listed first:
N -0.5 0.2 0.2
C 0.0 0.8 -0.8
C 0.8 0.0 1.8

Results
Energy relative to the best compared isomer or geometry (same formula, charge and spin) ... 1.8 kcal per mole
Spin multiplicity ... 1
Frontier orbital gap ... 10.607 eV
Charge ... +1
SMILES ... NCCc1c[nH]c[nH+]1
Electronic energy ... -9811.6720 eV
LUMO level ... -2.9 eV